Entry from OMol25: a cluster of 2 separate species, C5H9NO3 in total (ωB97M-V with the def2-TZVPD basis set).

Geometry as XYZ:
```
18
C5H9NO3 (ωB97M-V with the def2-TZVPD basis set)
C -1.130 -1.756 -0.628
C -0.303 -0.862 0.259
O 0.457 -1.224 1.123
N -0.547 0.599 0.130
C -0.537 1.470 1.294
O -1.573 0.969 -0.769
H -1.339 -1.330 -1.605
H -0.605 -2.697 -0.764
H -2.084 -1.944 -0.132
H -1.442 1.425 1.903
H 0.325 1.143 1.869
H -0.463 2.503 0.953
H -2.421 0.841 -0.313
C 2.295 -0.239 -0.936
C 1.935 0.836 -0.242
O 2.268 1.765 0.408
H 2.892 -0.206 -1.831
H 2.274 -1.293 -0.719
```

Output
Energy relative to the best compared isomer or geometry (same formula, charge and spin), kcal per mole: 115.6